[1]
Below is a cluster of 2 separate species, C3H6BrO2P in total at a distorted geometry, with properties calculated with ωB97M-V/def2-TZVPD.

The value obtained for the HOMO-LUMO gap (spin up / spin down) is 7.38 / 8.56 eV. Its HOMO energy (spin up / spin down) is -9.114 / -8.699 eV. The value obtained for the energy above the lowest of the compared OMol25 structures with the same formula, charge and spin is 71.4 kcal per mole. The calculation puts the LUMO energy (spin up / spin down) at -1.73 / -0.14 eV.

Each line ends with the Mulliken charge.
CARTESIAN COORDINATES (ANGSTROEM)
1 C 0.2637 -1.6047 -1.0479  0.552
2 C 0.7731 -1.3653 1.2847  -0.608
3 C -0.4326 1.4285 -0.9872  -0.821
4 O 1.3712 -1.5791 -1.4758  -0.489
5 O -0.1583 -1.6681 0.2463  -0.240
6 P -1.3038 -1.8328 -1.9037  0.101
7 Br -0.6461 -1.3660 -3.9351  -0.158
8 H 1.5390 -2.0768 1.3193  0.321
9 H 0.1529 -1.4701 2.1819  0.232
10 H 1.2581 -0.2619 1.1875  0.240
11 H -0.7117 1.8717 -0.0946  0.345
12 H -0.6710 1.6181 -2.0470  0.323
13 H 0.3401 0.7454 -0.7940  0.202

[2]
Below is a structure of composition C3H6BrO4S at a distorted geometry, with properties calculated with ωB97M-V/def2-TZVPD.

The value obtained for the HOMO-LUMO gap is 8.77 eV. Its HOMO energy is -5.190 eV. As for the net charge: -1. The value obtained for the energy above the lowest of the compared OMol25 structures with the same formula, charge and spin is 34.3 kcal per mole. The calculation puts the LUMO energy at 3.58 eV.

Each line ends with the Mulliken charge.
CARTESIAN COORDINATES (ANGSTROEM)
1 C -0.9704 2.0999 -0.1818  -1.177
2 C -0.5374 0.7546 0.4274  -0.287
3 C 0.3977 -0.0624 -0.4658  0.359
4 O 0.7096 -1.8769 1.8135  -0.609
5 O 2.0838 -2.3094 -0.1694  -0.592
6 O -0.3246 -2.6453 -0.3697  -0.557
7 O 0.2914 -0.2169 -1.6652  -0.681
8 S 0.9049 -1.6869 0.3923  1.062
9 Br 2.4654 0.6660 0.2015  -0.473
10 H -0.2554 2.7883 0.0467  0.333
11 H -1.1767 1.9265 -1.1841  0.333
12 H -1.8993 2.5674 0.2880  0.316
13 H -1.4555 0.1063 0.5764  0.277
14 H -0.1672 0.6881 1.4871  0.407
15 H -0.0663 -2.7992 -1.1967  0.290

[3]
Below is the molecule C3H6Cl2O at a distorted geometry, with properties calculated with ωB97M-V/def2-TZVPD.

The value obtained for the HOMO-LUMO gap is 11.10 eV. Its HOMO energy is -10.270 eV. The SMILES is COCC(Cl)Cl. The value obtained for the energy above the lowest of the compared OMol25 structures with the same formula, charge and spin is 24.3 kcal per mole. The calculation puts the LUMO energy at 0.83 eV.

Each line ends with the Mulliken charge.
CARTESIAN COORDINATES (ANGSTROEM)
1 C -0.1190 -1.1693 -1.3934  -0.630
2 O 0.1555 0.0620 -0.8718  -0.243
3 C -0.1115 -0.0573 0.5206  -0.746
4 C 0.1689 1.2790 1.1440  0.051
5 Cl -1.0447 2.4514 0.6316  -0.158
6 Cl 1.8196 1.7747 0.6280  -0.176
7 H 0.3650 -1.9067 -0.7085  0.275
8 H -1.2111 -1.3596 -1.3166  0.273
9 H 0.3048 -1.2618 -2.4607  0.220
10 H -1.1295 -0.3406 0.7205  0.385
11 H 0.5610 -0.7791 0.8451  0.424
12 H 0.2409 1.3073 2.2611  0.324

[4]
Below is the molecule C3H6Cl2O2 at a distorted geometry, with properties calculated with ωB97M-V/def2-TZVPD.

The value obtained for the HOMO-LUMO gap is 10.69 eV. Its HOMO energy is -10.079 eV. The SMILES is OC[C@](O)(Cl)CCl. The value obtained for the energy above the lowest of the compared OMol25 structures with the same formula, charge and spin is 46.3 kcal per mole. The calculation puts the LUMO energy at 0.61 eV.

Each line ends with the Mulliken charge.
CARTESIAN COORDINATES (ANGSTROEM)
1 O 0.0277 0.1707 1.9662  -0.500
2 C -0.4761 0.3994 0.6374  -0.740
3 C 0.2411 -0.6038 -0.2467  0.529
4 O 0.0745 -1.8616 0.0677  -0.514
5 Cl 1.9747 -0.2011 -0.2216  -0.219
6 C -0.3477 -0.3441 -1.9959  -0.665
7 Cl -1.4760 0.9687 -2.3539  -0.163
8 H 0.9897 -0.0196 1.7975  0.321
9 H -0.2198 1.4609 0.4791  0.349
10 H -1.5044 0.3045 0.5411  0.471
11 H -0.3342 -2.0796 0.9151  0.401
12 H 0.5101 -0.2608 -2.5857  0.380
13 H -0.7364 -1.3211 -2.1586  0.353

[5]
Below is a cluster of 2 separate species, C3H6Cl2P in total at a distorted geometry, with properties calculated with ωB97M-V/def2-TZVPD.

The value obtained for the HOMO-LUMO gap is 11.33 eV. Its HOMO energy is -15.726 eV. As for the net charge: +1. The value obtained for the energy above the lowest of the compared OMol25 structures with the same formula, charge and spin is 18.2 kcal per mole. The calculation puts the LUMO energy at -4.39 eV.

Each line ends with the Mulliken charge.
CARTESIAN COORDINATES (ANGSTROEM)
1 C -1.4182 -0.8970 1.2620  -0.488
2 C -0.4255 -0.0392 1.1991  -0.128
3 C 0.3129 0.5931 -1.6733  -0.954
4 P 0.8840 0.0786 -0.0214  1.033
5 Cl 1.7657 -1.6676 -0.2042  -0.106
6 Cl 2.1977 1.3720 0.6140  -0.117
7 H -2.1395 -0.8847 2.0613  0.252
8 H -1.5545 -1.6644 0.5136  0.231
9 H -0.2248 1.0201 2.2637  0.203
10 H 1.1445 0.5336 -2.3755  0.348
11 H -0.0520 1.6187 -1.6315  0.357
12 H -0.4902 -0.0633 -2.0078  0.369

[6]
Below is a cluster of 2 separate species, C3H6Cl2Si in total at a distorted geometry, with properties calculated with ωB97M-V/def2-TZVPD.

The value obtained for the HOMO-LUMO gap is 10.98 eV. Its HOMO energy is -10.283 eV. The SMILES is C[SiH2]Cl.C#CCl. The value obtained for the energy above the lowest of the compared OMol25 structures with the same formula, charge and spin is 102.9 kcal per mole. The calculation puts the LUMO energy at 0.70 eV.

Each line ends with the Mulliken charge.
CARTESIAN COORDINATES (ANGSTROEM)
1 C -1.6885 0.8977 -1.1739  -0.817
2 Si -0.4989 -0.5939 -1.2623  0.533
3 Cl -1.4553 -2.2606 -0.8416  -0.202
4 H -1.1157 1.6806 -0.4825  0.253
5 H -1.9366 1.2793 -2.1702  0.290
6 H -2.5041 0.7131 -0.4509  0.175
7 H 0.3773 -0.2483 -0.0786  -0.110
8 H 0.2246 -0.6753 -2.5663  -0.123
9 C -2.1007 -2.5563 3.3723  -0.230
10 C -2.7303 -1.7454 2.7772  -0.071
11 Cl -3.4134 -0.3111 2.3142  -0.108
12 H -1.6749 -3.3687 3.8495  0.410

[7]
Below is a cluster of 2 separate species, C3H6Cl3P in total at a distorted geometry, with properties calculated with ωB97M-V/def2-TZVPD.

The value obtained for the HOMO-LUMO gap (spin up / spin down) is 4.77 / 7.57 eV. Its HOMO energy (spin up / spin down) is -7.815 / -9.507 eV. The value obtained for the energy above the lowest of the compared OMol25 structures with the same formula, charge and spin is 92.6 kcal per mole. The calculation puts the LUMO energy (spin up / spin down) at -3.04 / -1.94 eV.

Each line ends with the Mulliken charge.
CARTESIAN COORDINATES (ANGSTROEM)
1 C -0.7656 1.2299 -0.9878  -1.146
2 C 0.9903 -0.4533 -0.4168  -1.554
3 C 0.1419 0.6795 0.1267  1.109
4 P -0.8178 0.3827 1.7266  0.125
5 Cl 1.0507 1.9000 1.0115  -0.187
6 Cl -0.2602 -1.3499 2.3740  -0.028
7 Cl -0.6991 -4.0746 1.7828  -0.462
8 H -1.9393 1.0212 -0.8286  0.306
9 H -0.5002 0.7376 -1.9665  0.287
10 H -0.6653 2.3096 -1.1459  0.336
11 H 0.4815 -1.4082 -0.2437  0.415
12 H 1.9028 -0.5850 0.0561  0.448
13 H 1.0803 -0.3895 -1.4884  0.350

[8]
Below is a cluster of 3 separate species, C3H6Cl6 in total at a distorted geometry, with properties calculated with ωB97M-V/def2-TZVPD.

The value obtained for the HOMO-LUMO gap is 11.25 eV. Its HOMO energy is -10.727 eV. The SMILES is ClCCl.ClCCl.ClCCl. The value obtained for the energy above the lowest of the compared OMol25 structures with the same formula, charge and spin is 17.3 kcal per mole. The calculation puts the LUMO energy at 0.52 eV.

Each line ends with the Mulliken charge.
CARTESIAN COORDINATES (ANGSTROEM)
1 Cl 5.9653 9.6668 5.8747  -0.157
2 C 7.1628 9.6757 7.2291  0.312
3 Cl 8.7836 9.4747 6.5913  -0.136
4 H 7.0260 10.6660 7.7007  0.344
5 H 6.9627 8.7608 7.6054  -0.331
6 Cl 5.2023 4.5887 9.4983  -0.167
7 C 5.8102 6.2058 9.0118  -0.029
8 Cl 4.5573 7.3143 8.6978  -0.117
9 H 6.4867 6.5656 9.8326  0.323
10 H 6.3463 5.9877 8.0029  -0.034
11 Cl 5.4752 4.8004 4.4265  -0.170
12 C 5.8434 6.3525 5.2073  0.120
13 Cl 7.6104 6.3368 5.4438  -0.147
14 H 5.5991 7.2328 4.5603  0.259
15 H 5.4458 6.3066 6.1956  -0.070

[9]
Below is a structure of composition C3H6ClIO at a distorted geometry, with properties calculated with ωB97M-V/def2-TZVPD.

The value obtained for the HOMO-LUMO gap is 9.45 eV. Its HOMO energy is -9.565 eV. The value obtained for the energy above the lowest of the compared OMol25 structures with the same formula, charge and spin is 11.6 kcal per mole. The calculation puts the LUMO energy at -0.12 eV.

Each line ends with the Mulliken charge.
CARTESIAN COORDINATES (ANGSTROEM)
1 C 0.5898 0.7087 0.2451  -1.024
2 C -0.5533 -0.2589 0.5594  -0.552
3 C -1.2885 -0.7135 -0.7121  0.152
4 O -0.4384 -1.3748 -1.7401  -0.533
5 Cl -2.1244 0.5767 -1.3885  -0.107
6 I -2.8943 -2.2152 -0.1237  -0.001
7 H 0.4361 1.7887 0.1557  0.309
8 H 1.2591 0.6362 1.1602  0.287
9 H 0.9536 0.3745 -0.7133  0.296
10 H -0.1234 -1.0586 1.1146  0.372
11 H -1.2964 0.1687 1.1869  0.443
12 H -0.8077 -2.1104 -2.3134  0.358

[10]
Below is a cluster of 2 separate species, C3H6ClN2 in total at a distorted geometry, with properties calculated with ωB97M-V/def2-TZVPD.

The value obtained for the HOMO-LUMO gap (spin up / spin down) is 7.76 / 7.76 eV. Its HOMO energy (spin up / spin down) is -13.066 / -13.066 eV. As for the net charge: +1. The value obtained for the energy above the lowest of the compared OMol25 structures with the same formula, charge and spin is 101.8 kcal per mole. The calculation puts the LUMO energy (spin up / spin down) at -5.30 / -5.30 eV.

Each line ends with the Mulliken charge.
CARTESIAN COORDINATES (ANGSTROEM)
1 C -1.5083 -1.6562 -1.5551  -0.185
2 C 0.0283 -0.0511 -0.5517  0.099
3 C 2.0442 -0.1886 0.8160  -0.155
4 N -0.6791 -0.9413 -0.9467  -0.064
5 N 0.8456 0.2097 0.4781  -0.071
6 Cl -1.3591 2.6462 0.6499  -0.246
7 H -2.5431 -1.6892 -1.1537  0.246
8 H -1.1041 -2.2626 -2.2028  0.304
9 H -1.4861 3.5872 1.3562  0.249
10 H 2.6342 -1.0300 0.3588  0.270
11 H 2.5521 0.3906 1.5453  0.260
12 H 0.5752 0.9852 1.2059  0.292